[1]
A molecular structure, C36H90BCdF4KN6O4S at a distorted geometry. Source: OMol25; level of theory: wB97M-V/def2-TZVPD.

Structure (ORCA input):
```
! wB97M-V def2-TZVPD RIJCOSX def2/J DEFGRID3
* xyz 0 1
K 2.47024 0.92822 2.33742
Cd -2.03517 1.72973 2.55177
S -0.15605 1.78272 4.40935
O -1.45742 1.09389 4.37434
O -0.28949 2.85123 5.39661
O 1.02576 0.89758 4.54036
O -0.21063 2.34026 3.06235
B -0.83919 0.59517 0.56605
F 0.42641 0.90601 0.39949
F -1.01822 0.15657 1.78312
F -1.57650 1.72831 0.22477
F -1.10005 -0.36538 -0.37090
C -3.32490 -1.55799 3.69861
C -3.90336 -0.89154 2.43796
N -3.91171 0.57966 2.46436
C -4.72291 1.15998 3.59328
C -6.07807 0.50362 3.95892
C -4.59239 1.01780 1.22819
C -4.51042 2.51977 0.92114
H -3.79243 -1.16815 4.60278
H -2.24037 -1.47630 3.77083
H -3.55408 -2.61686 3.57879
H -3.46917 -1.28134 1.51728
H -4.95097 -1.19008 2.39934
H -4.10316 1.17055 4.48989
H -4.91080 2.21927 3.41808
H -6.56972 1.31967 4.48848
H -6.61277 0.18085 3.06560
H -5.93961 -0.31445 4.66582
H -5.66432 0.82504 1.18448
H -4.20472 0.47760 0.36447
H -5.03696 2.75994 -0.00254
H -3.48599 2.88517 0.84954
H -5.06170 3.11539 1.64875
C 5.57538 0.86847 -2.69347
C 4.46151 1.81505 -2.47956
N 3.15443 1.56604 -3.13238
C 3.05773 0.59595 -4.23188
C 1.65398 -0.07635 -4.45752
C 2.15502 2.64128 -3.26134
C 2.02172 3.53140 -1.98414
H 5.95695 0.93602 -3.71226
H 5.20681 -0.15375 -2.60795
H 6.42638 1.11571 -2.05883
H 4.30116 2.06758 -1.43141
H 4.85636 2.81535 -2.65731
H 3.61170 -0.25423 -3.83388
H 3.53463 1.02927 -5.11102
H 1.74129 -0.85014 -5.22022
H 0.93212 0.69353 -4.73010
H 1.32671 -0.48636 -3.50206
H 2.48911 3.26894 -4.08749
H 1.13628 2.30570 -3.45536
H 1.60154 3.03881 -1.10726
H 2.90796 4.11042 -1.72449
H 1.33805 4.35892 -2.17362
C -4.02715 -5.48147 -3.16697
C -3.46007 -4.25652 -2.49365
N -2.03888 -4.37627 -2.11554
C -1.50264 -3.03000 -1.70004
C -0.15006 -2.81268 -2.33441
C -1.71418 -5.52398 -1.28289
C -0.21887 -5.81511 -1.08705
H -5.05957 -5.32058 -3.47735
H -4.10390 -6.44105 -2.65569
H -3.43660 -5.64960 -4.06757
H -3.68481 -3.26335 -2.88249
H -3.92475 -4.13464 -1.51522
H -2.18021 -2.21837 -1.96509
H -1.45623 -3.05290 -0.61127
H 0.69257 -3.47643 -2.14073
H -0.35019 -2.83445 -3.40565
H 0.19852 -1.81171 -2.08013
H -2.02493 -6.39318 -1.86257
H -2.31039 -5.63826 -0.37758
H 0.16651 -5.24547 -0.24141
H 0.45521 -5.70247 -1.93618
H 0.12206 -6.80534 -0.78486
C 5.24011 -1.46276 2.86571
C 4.49797 -2.23292 1.71494
N 3.11881 -1.81923 1.66139
C 2.42315 -1.72672 0.37187
C 2.93072 -0.66524 -0.53074
C 2.24830 -2.51224 2.65938
C 1.56931 -3.92390 2.23249
H 5.11693 -0.38056 2.82357
H 6.25646 -1.84673 2.77797
H 4.73579 -1.76457 3.78369
H 4.91054 -1.98817 0.73617
H 4.41730 -3.31686 1.79658
H 2.40888 -2.70688 -0.10476
H 1.39603 -1.46560 0.62669
H 2.80575 0.28859 -0.01822
H 3.93668 -0.75348 -0.94105
H 2.26453 -0.60502 -1.39135
H 1.46710 -1.93350 3.15222
H 2.86311 -2.83849 3.49823
H 2.31493 -4.53720 1.72652
H 0.74295 -3.70360 1.55670
H 1.23398 -4.59978 3.01915
C 6.02331 2.79145 1.91086
C 4.77055 3.71389 1.97056
N 3.89833 3.47628 3.06936
C 2.70183 4.29384 2.94765
C 2.00682 4.33644 1.56297
C 4.47388 3.54076 4.47447
C 3.44920 3.03144 5.45435
H 6.66964 2.83563 2.78744
H 6.63710 2.87650 1.01413
H 5.61718 1.78129 1.85859
H 5.04232 4.76877 1.93229
H 4.33954 3.52137 0.98809
H 1.91835 3.88929 3.58843
H 2.86540 5.26127 3.42244
H 1.88512 3.30128 1.24402
H 1.03335 4.78267 1.76629
H 2.51852 4.93703 0.81094
H 4.85626 4.55056 4.62338
H 5.24251 2.77896 4.60474
H 3.87343 3.10742 6.45552
H 3.04792 2.03640 5.26208
H 2.59651 3.71041 5.44944
C -5.57329 -0.69519 -2.15155
C -4.57175 -0.74482 -3.22345
N -4.07429 0.49172 -3.67787
C -3.41306 1.22098 -2.58778
C -2.68283 2.50373 -2.97049
C -3.27175 0.26715 -4.90816
C -1.98055 -0.64859 -4.68278
H -5.94953 0.28894 -1.87219
H -5.35551 -1.26179 -1.24621
H -6.44654 -1.16906 -2.59986
H -3.67461 -1.27166 -2.89835
H -4.98212 -1.39299 -3.99777
H -4.08351 1.43445 -1.75529
H -2.75311 0.51975 -2.07706
H -2.40508 3.14710 -2.13560
H -1.85055 2.31629 -3.64892
H -3.41896 3.10207 -3.50733
H -3.09185 1.26230 -5.31487
H -3.80469 -0.09027 -5.78925
H -1.50019 -0.54466 -3.70987
H -1.26251 -0.40143 -5.46472
H -2.25823 -1.69845 -4.77654
*
```

For the relative energy (zero: lowest compared OMol25 entry of this formula, charge and spin), the calculation gives 117.2 kcal/mol. The calculation puts the HOMO-LUMO gap at 7.97 eV. As for the HOMO energy: -7.714 eV. The calculation puts the largest force on an atom at 5.9 eV/Å.

---

[2]
A molecular structure, C36H90BCdF4N6 at a distorted geometry. Source: OMol25; level of theory: wB97M-V/def2-TZVPD.

Structure (ORCA input):
```
! wB97M-V def2-TZVPD RIJCOSX def2/J DEFGRID3
* xyz 1 1
Cd -1.99113 -1.26891 -2.71339
B -0.35905 0.14275 -1.73918
F 0.57246 0.89205 -1.12732
F -1.62296 0.18566 -1.12942
F -0.57379 0.54643 -3.10157
F -0.01921 -1.24159 -1.84334
C 4.30122 -4.79127 -2.44432
C 2.79113 -4.55205 -2.52682
N 2.33197 -3.70645 -3.62266
C 2.64294 -4.24563 -4.95856
C 2.16590 -5.68597 -5.12558
C 2.79736 -2.32529 -3.49575
C 1.98432 -1.34411 -4.33777
H 4.49143 -5.38615 -1.54592
H 4.89273 -3.88190 -2.36274
H 4.67602 -5.40921 -3.26237
H 2.25647 -5.50112 -2.56658
H 2.48127 -4.10947 -1.57522
H 2.17099 -3.58113 -5.68079
H 3.72690 -4.20682 -5.13333
H 1.14737 -5.87716 -4.79240
H 2.27303 -6.02517 -6.15650
H 2.83849 -6.33090 -4.55675
H 3.85884 -2.26250 -3.77161
H 2.71511 -2.04222 -2.44276
H 0.91751 -1.47708 -4.18372
H 2.28843 -1.49465 -5.37265
H 2.20693 -0.31865 -4.04503
C -0.81575 -4.28565 -2.54705
C -2.31121 -4.09666 -2.28607
N -2.66510 -2.90159 -1.46966
C -2.00537 -2.82347 -0.13627
C -2.29791 -3.95704 0.81577
C -4.15474 -2.84948 -1.33185
C -4.67239 -1.63692 -0.55794
H -0.19134 -4.19363 -1.66354
H -0.48173 -3.51276 -3.25300
H -0.65735 -5.23681 -3.04701
H -2.81944 -4.06340 -3.25369
H -2.74141 -4.97956 -1.80073
H -0.92823 -2.82784 -0.30570
H -2.19690 -1.83393 0.27406
H -3.33542 -3.96784 1.16974
H -2.20446 -4.92751 0.31964
H -1.67606 -3.96399 1.70732
H -4.52922 -3.78397 -0.90350
H -4.54986 -2.87576 -2.35272
H -4.36642 -1.70274 0.48443
H -5.75506 -1.61374 -0.64055
H -4.23330 -0.72317 -0.97118
C -3.01840 2.14695 4.77240
C -3.99775 2.29800 3.61236
N -4.46200 1.01748 3.06590
C -5.14754 0.20517 4.07768
C -5.49924 -1.16213 3.49175
C -5.32155 1.24226 1.91732
C -4.61016 1.91192 0.72974
H -2.08579 1.64854 4.50552
H -3.38027 1.65888 5.67640
H -2.73417 3.15813 5.07748
H -4.86514 2.88976 3.94178
H -3.47345 2.85097 2.83457
H -6.06778 0.69343 4.43500
H -4.55950 0.04734 4.97808
H -5.66372 -1.86962 4.30841
H -4.64767 -1.58410 2.95229
H -6.38082 -1.15236 2.85591
H -5.74661 0.31800 1.52558
H -6.20995 1.82237 2.21789
H -3.69192 1.36472 0.51337
H -5.23608 1.93163 -0.16491
H -4.40897 2.96450 0.92607
C 2.99325 2.15718 -3.06370
C 2.83388 3.58442 -2.53448
N 4.07845 4.31658 -2.37234
C 4.80983 4.54387 -3.60479
C 4.08971 5.45439 -4.58410
C 4.98585 3.84154 -1.34127
C 4.31478 3.54771 0.00105
H 3.31223 2.17809 -4.10485
H 2.00522 1.68548 -3.03797
H 3.64964 1.52428 -2.46606
H 2.18916 4.14805 -3.21415
H 2.27155 3.65122 -1.60039
H 5.76393 5.02540 -3.36980
H 5.15792 3.61940 -4.09532
H 4.67273 5.61624 -5.48914
H 3.14254 5.04576 -4.95837
H 3.78239 6.36216 -4.06359
H 5.69899 4.64046 -1.13774
H 5.51904 2.92966 -1.64979
H 3.98324 4.47515 0.47483
H 5.03458 3.10938 0.69369
H 3.45993 2.87490 -0.07583
C -1.75991 -1.34388 3.84792
C -0.73145 -0.81657 2.86389
N 0.37846 -1.74840 2.68920
C 1.17285 -2.01276 3.86854
C 1.96299 -0.79584 4.39298
C 1.13699 -1.49312 1.46661
C 1.81793 -2.77410 0.96275
H -2.59574 -0.63792 3.85860
H -1.44258 -1.49276 4.87700
H -2.20518 -2.27252 3.47859
H -1.24779 -0.64644 1.91516
H -0.41513 0.19216 3.17374
H 0.55272 -2.45425 4.64809
H 1.90431 -2.80322 3.68194
H 2.59216 -0.37875 3.60511
H 1.30771 0.01830 4.70944
H 2.60067 -1.07513 5.23098
H 1.78317 -0.61610 1.56110
H 0.39396 -1.33369 0.68116
H 2.15804 -2.53522 -0.05261
H 1.13249 -3.61313 0.83266
H 2.68187 -3.08029 1.54972
C 0.42172 4.81316 4.21900
C -0.47805 4.08269 3.24187
N -0.10352 4.26641 1.83745
C -1.16371 3.80195 0.96027
C -0.93577 4.16226 -0.50043
C 1.21293 3.72895 1.52126
C 1.34470 2.20910 1.69151
H -0.03978 4.73169 5.20776
H 0.50344 5.87980 4.01440
H 1.41473 4.37073 4.29299
H -0.48437 3.00633 3.47094
H -1.50062 4.44882 3.34358
H -1.29370 2.70774 1.02870
H -2.09218 4.29514 1.25439
H -1.86071 3.94788 -1.03738
H -0.67741 5.22066 -0.56680
H -0.10692 3.60977 -0.94724
H 1.98722 4.18425 2.14116
H 1.50580 4.04569 0.51769
H 1.60853 2.00655 2.73084
H 2.17126 1.88450 1.05335
H 0.47349 1.63231 1.38911
*
```

For the relative energy (zero: lowest compared OMol25 entry of this formula, charge and spin), the calculation gives 1.0 kcal/mol. The calculation puts the HOMO-LUMO gap at 3.86 eV. As for the HOMO energy: -9.635 eV. The calculation puts the largest force on an atom at 3.2 eV/Å.

---

[3]
A molecular structure, C36H90CdK2N6O4S at a distorted geometry. Source: OMol25; level of theory: wB97M-V/def2-TZVPD.

Structure (ORCA input):
```
! wB97M-V def2-TZVPD RIJCOSX def2/J DEFGRID3
* xyz 2 1
K 0.34380 -1.29449 -2.97964
K -2.53842 -3.89455 -3.16843
Cd -0.50824 -3.10817 2.45201
S -0.63284 -2.20571 0.00278
O -1.24696 -2.83018 -1.15608
O -0.04398 -0.92360 -0.35418
O -1.55030 -2.01492 1.16933
O 0.35142 -3.10074 0.67283
C -2.06910 0.93967 -4.02185
C -0.87822 1.67005 -4.61822
N 0.34611 1.51603 -3.80323
C 1.41596 2.14959 -4.58332
C 2.78747 2.11686 -3.92292
C 0.23507 2.07203 -2.43674
C -0.14325 3.54571 -2.30999
H -2.97253 1.09646 -4.61901
H -2.37102 1.28224 -3.03117
H -1.96097 -0.15073 -4.02972
H -0.67232 1.22272 -5.59068
H -1.11279 2.73042 -4.75525
H 1.41107 1.70926 -5.58279
H 1.22799 3.21712 -4.77770
H 2.78082 2.82181 -3.08653
H 3.08592 1.14467 -3.52429
H 3.55799 2.50044 -4.59054
H 1.15835 1.82290 -1.91070
H -0.49702 1.47993 -1.87497
H -0.11156 3.78776 -1.24850
H -1.12098 3.77286 -2.73280
H 0.56487 4.17301 -2.85461
C -1.50469 -0.57464 4.39668
C -0.05553 -0.55460 3.91052
N 0.62116 -1.86605 3.85452
C 0.92501 -2.36385 5.22304
C 1.88903 -1.54701 6.07280
C 1.89559 -1.66258 3.08628
C 2.71707 -2.94583 2.98683
H -2.15118 -1.16824 3.74626
H -1.78423 0.47863 4.38100
H -1.61379 -0.93810 5.41774
H -0.02847 -0.06539 2.93305
H 0.49872 0.15400 4.53482
H -0.01279 -2.44132 5.77585
H 1.29663 -3.38771 5.16964
H 2.85061 -1.38463 5.58241
H 1.48431 -0.56059 6.30317
H 2.09547 -2.05070 7.01417
H 2.51729 -0.92628 3.58845
H 1.63963 -1.28009 2.09869
H 3.48679 -2.88389 2.21974
H 2.08724 -3.81880 2.78345
H 3.23734 -3.14462 3.92443
C -6.19153 -4.95777 -3.58834
C -6.25777 -3.80761 -2.59854
N -5.02253 -3.74349 -1.76786
C -5.11956 -4.74546 -0.70062
C -3.80570 -4.95217 0.04529
C -5.01919 -2.37038 -1.18910
C -4.58242 -1.28785 -2.17732
H -6.06252 -5.93382 -3.11881
H -5.37246 -4.85079 -4.30543
H -7.11929 -5.04089 -4.15693
H -6.41214 -2.88890 -3.15740
H -7.10900 -3.93694 -1.91942
H -5.92978 -4.46135 -0.01443
H -5.43699 -5.70465 -1.10673
H -3.40532 -4.01346 0.43497
H -3.91827 -5.64335 0.87781
H -3.06944 -5.35096 -0.65841
H -4.32764 -2.26223 -0.34807
H -6.01029 -2.17239 -0.76732
H -5.12967 -1.28382 -3.12178
H -3.50958 -1.24921 -2.37467
H -4.86131 -0.34094 -1.70745
C 3.46669 -1.60841 -5.06468
C 4.06225 -1.93825 -3.69200
N 3.04223 -2.35178 -2.72204
C 3.51094 -2.21791 -1.34541
C 3.62000 -0.75393 -0.90119
C 2.48664 -3.67461 -2.98981
C 3.40688 -4.89324 -2.85252
H 2.58161 -0.96783 -5.00454
H 3.21823 -2.51528 -5.61431
H 4.21470 -1.03553 -5.61338
H 4.79895 -2.72931 -3.87429
H 4.56915 -1.05074 -3.31967
H 4.42791 -2.79598 -1.18407
H 2.75710 -2.63333 -0.66794
H 4.43164 -0.14994 -1.29807
H 3.51882 -0.66778 0.18246
H 2.69229 -0.24284 -1.19959
H 1.68228 -3.77766 -2.25816
H 2.09549 -3.71366 -4.01149
H 4.30237 -4.89056 -3.47114
H 3.74219 -5.00607 -1.81516
H 2.89606 -5.84596 -3.00741
C -1.03148 4.83079 2.67584
C -2.11951 3.83205 3.07954
N -2.85770 3.17991 2.00032
C -2.04175 2.19306 1.30950
C -2.91037 1.13206 0.62994
C -3.53795 4.11133 1.11736
C -4.60652 4.91970 1.84689
H -1.54983 5.68900 2.23291
H -0.36902 4.47443 1.88370
H -0.42874 5.24095 3.48339
H -1.69273 3.06508 3.73443
H -2.85489 4.31404 3.72517
H -1.31762 2.64838 0.62153
H -1.50424 1.60957 2.05794
H -3.34536 0.49772 1.40433
H -3.74382 1.47760 0.01386
H -2.31242 0.49764 -0.02858
H -4.08246 3.54315 0.36176
H -2.86463 4.80833 0.59909
H -5.28006 4.21040 2.33493
H -5.14167 5.61944 1.20953
H -4.22761 5.52256 2.67701
C 2.56995 4.00702 4.15471
C 3.37145 4.02979 2.85827
N 3.82748 2.69229 2.45139
C 4.70053 2.75370 1.27969
C 6.02940 3.42206 1.57177
C 2.70493 1.77137 2.27453
C 1.69917 2.14522 1.18734
H 3.17415 3.61226 4.97037
H 1.60227 3.52338 4.02261
H 2.33472 5.03306 4.45187
H 2.77982 4.47108 2.04050
H 4.24883 4.65346 2.99841
H 4.89574 1.70750 1.00350
H 4.19230 3.12328 0.37491
H 6.56422 2.92062 2.37962
H 6.72399 3.37577 0.72977
H 5.95029 4.47514 1.83322
H 2.26269 1.58265 3.24974
H 3.13086 0.82247 1.93895
H 0.97337 1.33077 1.07418
H 2.21012 2.23797 0.22870
H 1.09455 3.03490 1.36391
*
```

The calculation puts the HOMO-LUMO gap at 5.61 eV. As for the HOMO energy: -11.804 eV. The calculation puts the largest force on an atom at 5.0 eV/Å.

---

largest force on an atom of number 1 (C36H90BCdF4KN6O4S)? 5.9 eV/Å

---

Which of these has the highest largest force on an atom? C36H90BCdF4KN6O4S